No. 1
Molecular formula: C16H17NO5RuS
Method: DFT, ωB97M-V/def2-TZVPD

## Properties
* 2S+1: 6
* energy above the lowest of the compared OMol25 structures with the same formula, charge and spin: 83.26 kJ/mol
* calculated total energy: -1543.65854 Ha
* LUMO level (spin up / spin down): -3.5 / -6.1 eV
* total charge: +1
* <S²>: 8.762

Each line ends with the Mulliken spin population.
Cartesian coordinates (Å):
Ru (-0.847032, 0.707975, 0.558046)  3.86
O (3.271362, 2.635798, -3.969046)  0.00
C (2.390824, 2.230504, -3.072337)  0.00
C (1.347981, 1.335660, -3.361918)  0.01
C (0.512031, 0.948341, -2.338174)  0.03
N (0.637287, 1.396750, -1.098876)  0.14
C (1.587381, 2.276689, -0.818496)  0.01
C (2.495076, 2.714863, -1.753219)  0.01
C (1.547832, 2.781689, 0.671931)  0.00
O (2.465560, 3.469281, 1.038583)  0.05
O (0.515539, 2.405606, 1.278016)  0.19
C (-0.682300, -0.031040, -2.541316)  -0.02
O (-0.775269, -0.593549, -3.604970)  0.04
O (-1.441282, -0.102663, -1.535995)  0.17
H (3.145247, 2.222322, -4.838377)  0.00
H (1.179635, 0.943971, -4.353296)  0.00
H (3.272794, 3.409527, -1.478718)  0.00
C (-1.743934, -3.088556, -0.044247)  0.00
C (-1.287964, -2.078672, 0.948763)  0.02
C (0.065737, -1.688858, 0.992560)  0.08
C (0.537446, -0.821681, 1.991010)  0.02
C (-0.365588, -0.270784, 2.916110)  0.05
C (-1.724326, -0.610735, 2.843840)  0.04
C (-2.174383, -1.521106, 1.885439)  0.07
H (-2.739898, -3.450031, 0.192564)  0.00
H (-1.055002, -3.929837, -0.083469)  0.00
H (-1.764805, -2.635842, -1.036661)  0.01
H (0.763569, -2.149974, 0.301039)  0.00
H (1.603574, -0.643809, 2.093830)  0.00
H (-0.003756, 0.347889, 3.726799)  0.00
H (-2.410934, -0.236385, 3.591016)  0.00
H (-3.206538, -1.849706, 1.899050)  0.00
C (-4.147212, 1.187409, -0.717171)  0.00
S (-3.150757, 1.971911, 0.579098)  0.19
C (-2.337159, 3.262520, -0.408503)  0.02
H (-4.631805, 1.965367, -1.299937)  0.01
H (-4.891704, 0.566632, -0.230874)  0.00
H (-3.505153, 0.580245, -1.352196)  0.01
H (-1.817979, 2.801992, -1.250937)  -0.01
H (-1.639839, 3.781744, 0.248987)  0.00
H (-3.086189, 3.958507, -0.778822)  0.01

Forces on the atoms, in the same order (eV/Å):
1.061 1.335 -1.868
0.413 0.191 -0.465
-0.714 -0.415 0.759
0.090 0.099 0.217
-0.734 -0.767 -0.513
-0.597 -0.265 0.439
0.311 0.543 1.168
0.010 -0.131 -0.349
2.096 0.252 -3.008
-0.063 0.195 0.591
-2.880 -1.716 1.551
2.370 1.057 -1.531
-0.388 -0.267 -0.050
-1.293 -0.190 2.878
-0.079 0.085 0.302
-0.026 -0.102 -0.094
0.019 0.092 0.089
-0.035 0.075 -0.204
0.018 0.089 0.212
-0.053 -0.140 0.260
-0.072 -0.271 0.132
-0.024 -0.122 0.044
0.221 -0.218 0.098
0.253 -0.011 -0.100
-0.054 -0.057 -0.008
0.020 -0.055 0.028
-0.036 0.023 -0.090
-0.034 0.154 -0.013
-0.156 0.197 -0.131
-0.004 0.153 -0.164
-0.014 0.130 -0.056
-0.004 0.094 -0.082
0.224 -0.238 0.019
0.424 -0.005 -0.247
-0.002 0.016 0.041
-0.064 0.102 0.091
-0.097 -0.011 0.060
-0.044 0.045 -0.028
0.008 0.090 0.051
0.004 -0.029 -0.088
-0.075 -0.006 0.060

No. 2
Molecular formula: C16H18As2Cl3CsO
Method: DFT, ωB97M-V/def2-TZVPD

## Properties
* 2S+1: 1
* energy above the lowest of the compared OMol25 structures with the same formula, charge and spin: 23.51 kJ/mol
* calculated total energy: -6567.97302 Ha
* LUMO level: -0.1 eV
* total charge: 0

Each line ends with the Löwdin charge.
Cartesian coordinates (Å):
Cs (0.961483, 1.323534, 0.405565)  1.01
Cl (7.137361, 6.021793, -0.238530)  0.63
C (5.566648, 5.275512, -0.179315)  -0.69
C (5.461244, 3.895161, -0.201794)  -0.15
C (4.202146, 3.336085, -0.155304)  -0.57
Cl (4.068347, 1.596796, -0.180612)  0.58
C (2.984610, 4.064084, -0.088817)  -0.56
O (1.846843, 3.496467, -0.044859)  -0.56
C (3.187847, 5.470286, -0.066768)  -0.60
Cl (1.776360, 6.465192, 0.018920)  0.68
C (4.431878, 6.066897, -0.110127)  -0.15
H (6.341253, 3.270892, -0.254482)  0.10
H (4.515417, 7.143871, -0.091482)  0.10
C (-4.034647, 0.999132, 0.013654)  -0.34
As (-2.236172, 0.221747, -0.064523)  1.02
C (-2.225440, -0.081643, -2.007547)  -0.32
C (-2.628556, -1.621757, 0.494833)  -0.44
C (-3.890119, -1.972461, 0.969252)  -0.11
C (-4.163612, -3.260675, 1.401702)  -0.08
C (-3.171962, -4.227407, 1.360418)  -0.08
C (-1.913229, -3.888692, 0.890472)  -0.12
C (-1.622768, -2.595627, 0.467150)  -0.43
As (0.177045, -2.153274, -0.182891)  1.06
C (0.419151, -3.639615, -1.442002)  -0.31
C (1.224468, -2.888311, 1.307505)  -0.31
H (-4.759313, 0.406500, -0.544340)  0.03
H (-3.980170, 1.995872, -0.423933)  0.02
H (-4.360271, 1.104175, 1.047895)  0.02
H (-3.079994, -0.691224, -2.299132)  0.03
H (-1.305067, -0.581507, -2.306743)  -0.01
H (-2.278030, 0.883452, -2.512516)  0.02
H (-4.684156, -1.237248, 1.003606)  0.08
H (-5.152417, -3.508348, 1.765696)  0.11
H (-3.376491, -5.236860, 1.692515)  0.11
H (-1.146410, -4.654697, 0.856957)  0.09
H (0.183489, -4.600689, -0.985659)  0.02
H (1.455279, -3.649543, -1.779924)  0.02
H (-0.226407, -3.488875, -2.306608)  0.02
H (0.945117, -3.917889, 1.526568)  0.02
H (1.067400, -2.284207, 2.200934)  0.02
H (2.281847, -2.856917, 1.044248)  0.02

Forces on the atoms, in the same order (eV/Å):
-0.731 -1.423 0.675
0.081 0.035 -0.001
-0.019 -0.088 0.001
-0.006 0.183 -0.002
-0.028 0.225 -0.009
0.485 -0.229 -0.106
0.561 0.263 -0.038
0.415 1.507 -0.355
0.064 -0.121 -0.016
-0.160 0.151 0.014
-0.014 -0.060 -0.007
0.010 -0.006 0.000
-0.006 0.016 0.002
0.023 -0.027 0.023
-0.631 -0.213 -0.135
0.001 0.019 -0.002
0.017 0.027 0.020
-0.099 0.070 0.001
0.005 -0.036 0.001
-0.014 0.018 0.001
0.045 -0.072 0.006
0.012 0.011 -0.055
-0.024 -0.351 -0.052
-0.017 0.024 0.027
-0.022 0.012 -0.026
0.011 0.003 0.008
0.025 -0.016 -0.007
0.006 -0.012 -0.013
0.006 0.010 0.008
-0.005 0.007 0.002
0.002 -0.013 0.003
0.033 -0.011 0.008
-0.002 0.005 0.004
0.008 -0.006 -0.005
0.003 0.020 0.013
0.006 0.032 0.012
-0.010 0.018 0.016
0.002 0.012 0.021
-0.017 0.001 -0.014
-0.005 0.005 -0.017
-0.011 0.011 -0.004

No. 3
Molecular formula: C16H18B2CeN6O2
Method: DFT, ωB97M-V/def2-TZVPD

## Properties
* 2S+1: 1
* calculated total energy: -1623.82492 Ha
* LUMO level (spin up / spin down): -9.4 / -9.3 eV
* total charge: +2

Each line ends with the Löwdin charge.
Cartesian coordinates (Å):
H (-2.626795, -0.804050, 1.726640)  0.14
N (-1.236250, -1.999221, 0.641429)  -0.19
B (0.378316, -3.795564, -0.098531)  -0.43
N (-0.971646, -3.375619, 0.607554)  0.03
C (-1.917866, -4.015180, 1.325156)  0.02
Ce (-0.093131, -0.325482, -0.302944)  1.65
H (-1.905371, -5.106043, 1.440834)  0.16
C (-2.795709, -3.062650, 1.856117)  0.01
H (-3.660111, -3.252458, 2.461112)  0.12
C (-2.321727, -1.807477, 1.459313)  -0.05
H (0.556909, -4.997349, -0.037093)  0.14
C (3.051086, 2.019442, 0.150471)  -0.01
H (2.819912, 2.887150, -0.481089)  0.04
H (2.352154, 1.199583, -0.188461)  -0.03
H (4.083418, 1.707447, -0.042030)  0.05
N (1.571576, -3.102665, 0.681934)  -0.03
N (0.379476, -3.299337, -1.581624)  0.02
N (1.710918, -1.723371, 0.788508)  -0.09
N (0.286037, -1.922031, -1.833109)  -0.19
C (2.577502, -3.715929, 1.337748)  -0.02
C (0.606231, -3.924617, -2.748491)  0.02
H (2.621964, -4.797360, 1.330809)  0.14
H (0.746224, -4.995669, -2.772144)  0.15
C (3.407513, -2.751093, 1.904291)  0.00
C (0.671994, -2.980651, -3.771727)  0.01
C (2.837048, -1.523444, 1.535651)  -0.08
C (0.520808, -1.726224, -3.178452)  -0.05
H (4.297015, -2.930602, 2.493092)  0.12
H (0.831301, -3.172954, -4.814122)  0.12
H (3.192288, -0.534578, 1.753382)  0.11
H (0.635346, -0.725322, -3.595547)  0.14
H (2.915874, 2.189416, 1.226312)  0.05
O (-0.433740, 3.371770, -0.678490)  0.09
B (-1.242266, 2.212065, -0.357720)  -0.30
O (-2.527254, 2.768517, -0.009143)  0.12
C (-2.408526, 4.100220, 0.052045)  -0.24
C (-3.360677, 4.995124, 0.467182)  0.02
C (-2.961466, 6.325240, 0.542931)  -0.05
C (-1.664204, 6.714637, 0.169503)  -0.05
C (-0.716769, 5.806936, -0.327317)  0.03
C (-1.116512, 4.483016, -0.342907)  -0.23
H (-4.350256, 4.646345, 0.730572)  0.13
H (-3.647495, 7.079262, 0.934961)  0.12
H (-1.350163, 7.758848, 0.289866)  0.12
H (0.257022, 6.101924, -0.746474)  0.14

Forces on the atoms, in the same order (eV/Å):
-0.326 -0.100 -0.085
-0.505 -1.258 0.963
0.457 -0.568 0.612
-0.334 1.142 -0.201
0.615 0.615 -0.430
1.037 0.908 0.717
0.010 0.639 -0.132
0.213 0.757 -0.018
-0.076 -0.063 0.164
0.472 -1.641 -0.468
-0.265 0.588 -0.150
-0.355 -0.374 -0.357
0.033 -0.117 0.519
0.544 0.306 0.224
-0.331 -0.104 0.006
-0.287 0.442 -0.223
-0.192 1.282 -0.517
0.161 -0.402 0.155
0.540 -1.027 -0.902
-0.372 0.635 -0.262
-0.122 0.675 0.769
0.094 0.168 0.117
-0.101 0.055 -0.044
-0.430 0.293 -0.303
0.112 0.832 -0.007
-0.446 -1.125 -0.347
-0.104 -1.512 0.764
-0.166 0.131 -0.127
0.107 -0.068 -0.151
-0.019 0.213 0.039
-0.301 -0.343 0.001
-0.077 0.184 -0.426
0.824 -3.328 0.123
-1.088 3.537 -0.176
1.462 -3.530 -0.171
1.032 1.435 -0.230
-0.176 0.194 0.089
0.270 0.219 0.141
0.392 0.185 -0.066
0.044 0.001 -0.281
-1.708 0.711 0.475
-0.009 0.160 0.079
0.205 -0.276 -0.227
-0.321 -0.447 -0.195
-0.513 -0.026 0.537

No. 4
Molecular formula: C16H18B2N6O2V
Method: DFT, ωB97M-V/def2-TZVPD

## Properties
* 2S+1: 4
* energy above the lowest of the compared OMol25 structures with the same formula, charge and spin: 0.00 kJ/mol
* calculated total energy: -2093.26668 Ha
* LUMO level (spin up / spin down): 0.6 / 0.5 eV
* total charge: 0
* <S²>: 3.769

Each line ends with the Mulliken spin population.
Cartesian coordinates (Å):
H (0.631498, 3.013484, 0.233211)  0.00
N (0.323077, 1.588093, -1.287148)  0.05
B (0.021993, 0.281489, -3.519022)  -0.05
N (0.350535, 1.603334, -2.703079)  0.04
C (0.646887, 2.837545, -3.082108)  0.06
V (0.106735, -0.068405, -0.600210)  2.66
H (0.701410, 3.053337, -4.155983)  0.00
C (0.827080, 3.638498, -1.976842)  0.00
H (1.088737, 4.688907, -1.945250)  0.00
C (0.621596, 2.863344, -0.847455)  0.05
H (0.107563, 0.479463, -4.690382)  0.00
C (-1.497614, -1.703518, 1.564134)  0.03
H (-1.710367, -2.407655, 2.438828)  0.00
H (-0.495171, -1.939778, 1.142534)  0.00
H (-2.250573, -1.701037, 0.767104)  -0.01
N (-1.439221, -0.138339, -3.130318)  0.01
N (0.958296, -0.876533, -3.045701)  0.03
N (-1.763372, -0.375138, -1.822493)  0.00
N (1.048014, -1.252395, -1.684514)  0.01
C (-2.532749, -0.225064, -3.880491)  0.02
C (1.798655, -1.616636, -3.774007)  0.06
H (-2.465369, -0.059551, -4.957500)  0.00
H (1.875402, -1.457528, -4.841352)  0.01
C (-3.611566, -0.512894, -3.045078)  0.00
C (2.475806, -2.506773, -2.933108)  -0.01
C (-3.102767, -0.609054, -1.774317)  0.01
C (1.972847, -2.266284, -1.622820)  0.06
H (-4.626836, -0.616057, -3.369988)  0.00
H (3.225550, -3.210681, -3.205390)  0.00
H (-3.630635, -0.815384, -0.862680)  0.00
H (2.215452, -2.736696, -0.697071)  0.00
H (-1.663311, -0.734249, 2.049064)  0.00
O (1.021286, -0.741799, 2.532867)  0.02
B (0.276880, 0.217509, 1.702535)  -0.05
O (-0.039850, 1.313199, 2.667700)  0.00
C (0.557106, 1.027397, 3.855623)  -0.01
C (0.470128, 1.685744, 5.077303)  0.00
C (0.596790, 0.920103, 6.239181)  0.00
C (0.965951, -0.431557, 6.175912)  0.00
C (1.380085, -0.989173, 4.955146)  0.00
C (1.108880, -0.267319, 3.794973)  0.00
H (0.266504, 2.752596, 5.109862)  0.00
H (0.415077, 1.356972, 7.219688)  0.00
H (0.969872, -1.066779, 7.066171)  0.00
H (1.803704, -1.994721, 4.862482)  0.00

Forces on the atoms, in the same order (eV/Å):
0.104 0.199 -0.528
1.239 4.694 -2.711
-0.433 0.032 1.062
-0.133 -0.286 1.867
0.057 0.049 -1.167
-3.930 -2.093 5.271
0.053 0.085 0.660
0.290 1.507 0.599
-0.089 -0.191 -0.266
-0.610 -2.593 -1.179
0.097 -0.026 -0.070
-0.951 -0.999 1.061
0.091 0.368 -1.560
-0.791 0.396 0.582
0.025 -0.645 0.256
-0.091 -0.055 0.857
0.316 -0.414 1.174
0.116 -0.064 -0.061
2.830 -2.643 -3.822
-0.414 0.117 -0.371
0.427 -0.399 0.707
-0.175 -0.086 0.484
0.030 -0.052 0.160
-0.252 0.093 -1.373
-0.955 0.664 0.825
1.835 0.413 -0.215
-0.942 1.617 -2.348
-0.219 -0.099 0.042
0.257 -0.338 -0.161
0.172 -0.005 0.225
0.076 -0.073 0.404
0.759 -0.045 -0.299
-0.170 0.435 -1.087
1.661 1.270 1.881
0.843 -0.248 -1.387
-0.114 -1.558 0.526
-0.273 0.195 -0.180
0.310 -0.411 0.051
0.626 0.032 -0.291
-0.320 -0.122 -0.272
-0.821 0.725 0.858
-0.369 -0.213 0.088
0.011 0.056 -0.286
0.209 0.425 -0.201
-0.381 0.285 0.194

total charge of number 4 (C16H18B2N6O2V)?
0